Model i:
2 unconnected molecules or ions with the total composition C10H16O, computed with wB97M-V/def2-TZVPD.

```
27
Properties=species:S:1:pos:R:3
C 0.8392 2.1184 -0.0712
C 0.3833 3.6442 -0.0679
C -0.2174 1.1637 -0.2897
C -0.3412 0.6023 -1.5997
C -1.1246 0.7666 0.7581
C -1.3450 -0.3689 -1.8566
C -1.9825 -0.2649 0.4572
C -2.2131 -0.7172 -0.8394
O -3.0785 -1.7597 -1.0570
H 1.7510 1.9361 -0.6804
H 1.2886 1.8684 0.9039
H 1.2087 4.1658 0.4463
H 0.3494 0.9346 -2.3021
H -1.1209 1.1788 1.7386
H -1.4011 -0.9591 -2.7047
H -2.5757 -0.7803 1.2293
H -3.1734 -1.8779 -2.1133
H -0.6878 3.6814 0.3624
H 0.1537 3.8841 -1.1038
C 0.9594 -2.4725 0.7988
C 2.4538 -2.4098 1.3581
H 0.4026 -3.4481 0.9678
H 0.4714 -1.7141 1.4355
H 0.7016 -2.1232 -0.3479
H 2.9126 -1.5677 0.9529
H 3.0824 -3.2156 1.2142
H 2.3034 -2.2655 2.4108
```

Its spin multiplicity is 1. The frontier orbital gap comes out at 9.01 eV. The HOMO energy comes out at -8.2228 eV. The LUMO energy comes out at 0.785 eV.

=====

Model ii:
C10H16O in the gas phase, computed with wB97M-V/def2-TZVPD.

```
27
Properties=species:S:1:pos:R:3
C 1.8960 0.7733 -1.5932
C 2.0229 0.2701 -0.3822
C 0.5521 0.9336 -2.3559
C -0.7091 0.7399 -1.5912
C 0.1876 -1.4384 -0.2081
C 0.9403 -0.2343 0.4539
C -0.5342 -0.0310 -0.3006
C -0.5302 -2.4324 0.6712
C 1.1240 -0.2475 1.9999
C -2.2853 1.1855 0.8616
O -1.7452 -0.0601 0.4523
H 2.7578 1.1318 -2.0692
H 2.9334 0.3815 0.1320
H 0.4664 1.8946 -2.8023
H 0.5258 0.2156 -3.1406
H -0.9325 1.8374 -1.4252
H -1.3657 0.1437 -2.1786
H 0.5268 -1.7038 -1.2033
H -0.9659 -1.8066 1.4498
H 0.3975 -3.0195 1.1201
H -1.2604 -2.9863 0.0189
H 1.8551 -1.0207 2.2786
H 0.1521 -0.3717 2.4244
H 1.5556 0.7799 2.2995
H -3.4101 0.9181 0.9214
H -2.2803 2.1309 0.3010
H -1.9116 1.4781 1.9058
```

Its spin multiplicity is 1. The frontier orbital gap comes out at 9.03 eV. The HOMO energy comes out at -8.1092 eV. The LUMO energy comes out at 0.921 eV.

=====

Model iii:
2 unconnected molecules or ions with the total composition C10H16O, computed with wB97M-V/def2-TZVPD.

```
27
Properties=species:S:1:pos:R:3
C 1.1477 3.5320 -0.5126
C 0.0918 3.0194 -1.5064
O 1.0442 4.8720 -0.1940
H 1.2208 2.9366 0.3437
H 2.1002 3.3973 -1.0614
H 0.5166 1.9193 -1.6989
H 1.1944 5.0424 0.7542
H -0.0150 3.7345 -2.3332
H -0.9084 3.0878 -0.9667
C -0.9816 -0.2997 -0.8743
C -2.1480 0.3869 -0.2161
C -0.4001 -1.2773 0.0679
C -0.8161 -2.6063 -0.2288
C 0.5994 -1.0212 0.9727
C -0.2903 -3.7269 0.3683
C 1.1430 -2.1676 1.6020
C 0.8015 -3.4891 1.1955
H -1.4262 -0.8256 -1.7668
H -0.2564 0.2731 -1.3432
H -2.5517 1.4157 -0.4796
H -1.4483 -2.8610 -1.1188
H 0.9215 -0.0024 1.3003
H -0.6153 -4.7880 0.1836
H 1.9455 -2.1266 2.2780
H 1.1410 -4.3984 1.7122
H -2.0031 0.3771 0.8878
H -3.0519 -0.2593 -0.3490
```

Its spin multiplicity is 1. The frontier orbital gap comes out at 9.78 eV. The HOMO energy comes out at -8.9845 eV. The LUMO energy comes out at 0.797 eV.

=====

Which is most stable, and by how much? model i, by 0.203 eV.

=====

Model i:
2 unconnected molecules or ions with the total composition C10H16O, computed with wB97M-V/def2-TZVPD.

```
27
Properties=species:S:1:pos:R:3
C -2.5320 -0.4196 -2.9966
C -2.7566 -0.6637 -1.5849
C -3.0828 0.9359 -3.3501
H -1.5520 -0.5813 -3.4097
H -2.9471 -1.1118 -3.7656
H -1.8885 -0.2770 -0.9193
H -2.6773 -1.8354 -1.5739
H -2.3001 1.6207 -3.7561
H -3.8034 1.0842 -4.1039
H -3.6585 -0.1252 -1.1692
H -3.4931 1.4630 -2.3489
C 3.4611 -0.1536 -0.5471
C 1.2305 -0.8256 2.3448
C 2.2546 -0.8208 1.4579
C 0.2437 0.1243 2.0649
C 2.1935 -0.1261 0.1960
C 0.0582 0.8459 0.9478
C 1.0981 0.7151 -0.0202
O -0.6617 0.2354 3.1007
H 1.2876 -1.2852 3.3054
H 3.0532 -1.4750 1.5396
H -1.4974 0.9286 2.8071
H -0.8839 1.4148 0.5994
H 4.3683 0.0063 0.1016
H 3.5720 0.6290 -1.4497
H 0.9013 1.1976 -0.9082
H 3.8032 -1.2074 -0.8291
```

Its spin multiplicity is 1. The frontier orbital gap comes out at 8.96 eV. The HOMO energy comes out at -8.1928 eV. The LUMO energy comes out at 0.763 eV.

=====

Model ii:
2 unconnected molecules or ions with the total composition C10H16O, computed with wB97M-V/def2-TZVPD.

```
27
Properties=species:S:1:pos:R:3
C -1.7199 1.9025 2.8507
C -1.4665 0.4101 3.0488
O -2.9503 2.0192 2.0979
H -1.9849 2.2980 3.8314
H -0.8398 2.3327 2.4032
H -2.3980 -0.1016 3.2470
H -2.8622 2.7992 1.5935
H -0.6852 0.1345 3.7449
H -1.2242 -0.0410 2.0817
C -0.3641 -1.8110 -0.2054
C 0.4963 -2.8585 0.4867
C 0.4721 -0.8492 -1.0206
C 1.1468 -1.2813 -2.1657
C 0.6750 0.4530 -0.5821
C 1.8791 -0.3495 -2.8916
C 1.3911 1.3804 -1.3266
C 1.9321 0.9945 -2.5583
H -1.1646 -2.2609 -0.7936
H -0.8842 -1.1320 0.4736
H 0.0190 -3.7858 0.7886
H 1.0804 -2.2694 -2.6000
H 0.1850 0.8000 0.3225
H 2.3250 -0.6066 -3.8453
H 1.3259 2.4381 -1.1269
H 2.2965 1.7762 -3.1933
H 0.9963 -2.4264 1.3456
H 1.3530 -3.0919 -0.1470
```

Its spin multiplicity is 1. The frontier orbital gap comes out at 9.93 eV. The HOMO energy comes out at -9.0770 eV. The LUMO energy comes out at 0.849 eV.

=====

Model iii:
2 unconnected molecules or ions with the total composition C10H16O, computed with wB97M-V/def2-TZVPD.

```
27
Properties=species:S:1:pos:R:3
C 1.8556 -2.5927 0.1581
C -0.6100 0.0702 1.2641
C -1.8413 -0.5438 1.1865
C 0.4990 -0.7091 1.1167
C 0.5084 -2.0354 0.6136
C -1.9126 -1.8685 0.7540
C -0.7578 -2.6187 0.4138
O -3.0983 0.1298 1.2437
H -0.4873 1.1245 1.4411
H 1.4808 -0.1607 1.2617
H -2.8628 -2.3816 0.6659
H -3.3710 0.0539 2.1212
H 2.5571 -2.5468 1.0055
H 2.3507 -1.9901 -0.6265
H -0.8480 -3.6809 0.0970
H 1.6945 -3.6855 -0.0193
C 0.5806 2.0233 -1.7414
C 1.6061 2.0325 -0.5933
C -0.8339 2.3685 -1.2741
H 0.5294 1.0284 -2.3246
H 0.8447 2.7939 -2.5195
H 1.1542 1.4698 0.2051
H 2.5059 1.5397 -0.9804
H -0.9790 3.3310 -1.7209
H -0.7681 2.2928 -0.1827
H 1.7577 2.8866 0.0231
H -1.5547 1.6689 -1.5884
```

Its spin multiplicity is 1. The frontier orbital gap comes out at 9.85 eV. The HOMO energy comes out at -8.8978 eV. The LUMO energy comes out at 0.952 eV.

=====

Model iv:
2 unconnected molecules or ions with the total composition C10H16O, computed with wB97M-V/def2-TZVPD.

```
27
Properties=species:S:1:pos:R:3
C 2.3343 1.1130 0.2524
C 0.9511 1.1995 0.8890
C 3.5476 1.2311 1.1771
H 2.4412 0.0379 -0.0662
H 2.4996 1.8220 -0.6126
H 0.6205 2.2519 0.8688
H 3.6140 2.0643 1.8918
H 3.6509 0.3433 1.8253
H 0.8176 0.9436 1.9247
H 0.1965 0.7027 0.3185
H 4.3486 1.4305 0.4778
C -1.3009 0.5011 -2.5638
C -1.7278 -1.8462 0.9447
C -2.4824 -0.6847 0.7550
C -0.7628 -2.2495 0.0342
C -2.2533 0.1484 -0.2968
C -0.6981 -1.4813 -1.1733
C -1.3277 -0.2576 -1.2846
O -1.8635 -2.5957 2.0964
H -3.0177 -0.3195 1.6298
H -2.7990 -2.7866 2.2225
H -0.1129 -3.0951 -0.0041
H -2.8526 1.0318 -0.4722
H -0.2325 -1.7665 -2.1121
H -0.7346 1.4414 -2.4380
H -2.2274 0.8107 -3.0123
H -0.6288 0.0095 -3.2723
```

Its spin multiplicity is 1. The frontier orbital gap comes out at 9.48 eV. The HOMO energy comes out at -8.6067 eV. The LUMO energy comes out at 0.871 eV.

=====

Which is most stable, and by how much? model ii, by 0.333 eV.

=====

Model i:
C6H8N2 in the gas phase, computed with wB97M-V/def2-TZVPD.

```
16
Properties=species:S:1:pos:R:3
C 0.5062 -1.1684 1.6635
C -0.4414 -1.5083 0.5123
C -0.9198 0.4316 -1.3519
C 0.1098 1.5910 -1.4975
C 1.0620 1.6170 -0.5026
C 0.7924 0.3738 0.2564
H 0.0792 -1.2930 2.6871
H 1.4310 -1.7462 1.4685
H -0.4067 -2.4852 0.0186
H -1.5349 -1.3140 0.8591
H -1.9258 0.9291 -0.8262
H -1.0324 -0.0665 -2.3105
H -0.3144 2.5931 -1.7762
H 1.7128 2.4032 -0.3020
N -0.2281 -0.4661 -0.4287
N 1.1101 0.1088 1.5300
```

Its spin multiplicity is 1. The frontier orbital gap comes out at 8.60 eV. The HOMO energy comes out at -8.0271 eV. The LUMO energy comes out at 0.570 eV.

=====

Model ii:
C6H8N2 in the gas phase, computed with wB97M-V/def2-TZVPD.

```
16
Properties=species:S:1:pos:R:3
C 0.2184 -0.1633 -2.8488
C -0.2401 -1.0624 -2.0046
C -0.1966 -0.5657 -0.5678
C 0.0146 0.8968 1.0334
C 0.5521 1.9173 1.6739
C -0.4073 -0.3971 1.6929
H 0.0154 -0.4906 -3.9343
H 0.8705 0.7096 -2.3992
H -0.6319 -2.0455 -2.3500
H 0.4395 1.9373 2.7241
H 0.7605 2.8563 1.2456
H -1.4327 -0.1869 2.1013
H 0.2507 -0.5729 2.5183
H -0.0950 -2.2565 0.8373
N 0.1047 0.7197 -0.3132
N -0.2227 -1.2961 0.5910
```

Its spin multiplicity is 1. The frontier orbital gap comes out at 8.13 eV. The HOMO energy comes out at -7.6006 eV. The LUMO energy comes out at 0.526 eV.

=====

Which is most stable, and by how much? model ii, by 0.373 eV.

=====

Model i:
C6H8N2 in the gas phase, computed with wB97M-V/def2-TZVPD.

```
16
Properties=species:S:1:pos:R:3
C 0.0412 -1.3558 -1.7085
C 0.2285 -1.0209 -0.2078
C -0.3522 -1.9906 0.7175
C 0.3278 0.2398 0.0973
C 0.0682 1.7823 1.8069
C 0.0903 2.4767 0.5328
H -0.9156 -0.8933 -1.8690
H 0.8277 -1.0460 -2.4713
H -0.0942 -2.4156 -1.8903
H -0.0267 -1.9753 1.7949
H -0.7728 -3.0198 0.5515
H -0.2114 2.3140 2.8677
H -0.1361 3.4400 0.0991
H 0.2754 1.6395 -1.4002
N 0.2686 0.3842 1.5031
N 0.3815 1.4407 -0.4239
```

Its spin multiplicity is 1. The frontier orbital gap comes out at 7.61 eV. The HOMO energy comes out at -7.4374 eV. The LUMO energy comes out at 0.171 eV.

=====

Model ii:
C6H8N2 in the gas phase, computed with wB97M-V/def2-TZVPD.

```
16
Properties=species:S:1:pos:R:3
C 2.1772 0.3216 -0.0098
C -2.2794 0.1954 -0.0304
C 1.1753 -0.3420 -0.0684
C -1.2062 -0.3320 -0.0902
C 3.3583 1.1583 -0.0011
C -3.5484 0.8882 -0.0102
N 0.0060 -2.4559 0.0809
N 0.0656 -1.0792 -0.1306
H 3.7961 1.2271 -0.9996
H 3.0870 2.1603 0.3315
H 4.1036 0.7546 0.6843
H -3.5753 1.6069 0.8091
H -3.7067 1.4138 -0.9526
H -4.3506 0.1644 0.1296
H 0.4589 -2.7295 0.9525
H 0.4387 -2.9519 -0.6951
```

Its spin multiplicity is 1. The frontier orbital gap comes out at 8.85 eV. The HOMO energy comes out at -7.9063 eV. The LUMO energy comes out at 0.944 eV.

=====

Which is most stable, and by how much? model i, by 1.250 eV.